# 1
The following is a DFT calculation (ωB97M-V/def2-TZVPD) of the ion C2H5N2O2S with charge +1 at a distorted geometry.

Output
2S+1   1
Molar mass   121.1 Da
Structure (SMILES)   [O-]/[NH+]=C\[NH+]=C\OS
Max |F|   5.4 eV/Å
DFT total energy   -736.95075 hartree
E_HOMO (alpha / beta)   -13.5 / -13.5 eV
Net charge   +1

Structure (XYZ):
```
12
Properties=species:S:1:pos:R:3:mulliken_charge:R:1
C 1.254 -0.118 -1.121 -0.086
C -0.536 -1.313 0.032 0.258
N 1.380 1.073 -1.637 0.271
N -0.009 -0.378 -0.747 -0.133
O 0.329 1.698 -1.982 -0.608
O -1.859 -1.436 0.135 -0.287
S -2.924 -1.343 1.401 0.029
H 2.214 -0.683 -0.766 0.319
H 0.244 -1.770 0.732 0.314
H 2.235 1.555 -2.050 0.279
H -0.673 0.385 -1.268 0.400
H -4.058 -1.012 0.549 0.244
```



# 2
The following is a DFT calculation (ωB97M-V/def2-TZVPD) of a structure of composition C48H50CrN5O at a distorted geometry.

Output
2S+1   4
Molar mass   765.0 Da
Max |F|   2.0 eV/Å
DFT total energy   -3252.71325 hartree
E_HOMO (alpha / beta)   -5.7 / -6.0 eV
Net charge   0

Structure (XYZ):
```
105
Properties=species:S:1:pos:R:3:mulliken_charge:R:1
Cr -1.577 0.489 -0.054 -1.271
O -5.362 -0.921 0.233 -0.776
C -4.202 -0.664 -0.052 -0.327
N -3.388 0.223 0.545 0.941
C -3.932 1.074 1.579 -1.663
C -2.793 1.828 2.210 0.527
C -2.969 2.623 3.333 -0.959
C -1.865 3.192 3.940 -0.812
C -0.604 2.936 3.415 -1.213
C -0.507 2.168 2.276 -0.115
N -1.579 1.649 1.664 1.638
C -3.505 -1.294 -1.233 0.388
C -4.122 -2.227 -2.038 -0.664
C -3.466 -2.656 -3.182 -0.752
C -2.219 -2.126 -3.475 -0.491
C -1.657 -1.214 -2.600 0.345
N -2.279 -0.807 -1.497 0.705
H -4.463 0.495 2.342 0.624
H -4.667 1.776 1.167 0.621
H -3.966 2.764 3.729 0.571
H -1.981 3.811 4.820 0.434
H 0.290 3.323 3.881 0.602
H 0.452 1.935 1.828 -0.048
H -5.107 -2.571 -1.756 0.601
H -3.919 -3.390 -3.836 0.434
H -1.675 -2.422 -4.360 0.604
H -0.687 -0.778 -2.770 -0.522
C -0.354 4.305 -0.250 -1.350
C -1.100 3.913 -1.528 0.261
C -2.406 3.163 -1.280 -0.208
C -0.154 3.204 -2.484 1.141
C 0.262 3.932 -3.594 -0.876
C 1.242 3.462 -4.450 -1.570
C 1.785 2.214 -4.211 -0.505
C 1.367 1.425 -3.145 0.749
C 1.953 0.023 -3.049 1.759
C 1.637 -0.768 -4.331 -1.852
C 3.469 0.006 -2.832 -1.416
C 0.406 1.927 -2.232 -1.025
N 0.090 1.193 -1.067 1.603
C 1.142 0.756 -0.277 -1.014
C 0.936 -0.267 0.616 0.949
N -0.320 -0.833 0.720 1.617
C -0.431 -2.115 1.313 -1.501
C 0.062 -3.240 0.619 0.690
C 0.035 -4.485 1.236 -0.524
C -0.499 -4.651 2.503 -1.369
C -1.015 -3.550 3.164 -0.067
C -0.983 -2.283 2.592 0.550
C -1.493 -1.104 3.392 2.106
C -0.601 -0.822 4.604 -1.736
C -2.955 -1.279 3.808 -1.826
C 0.607 -3.144 -0.797 2.262
C -0.120 -4.126 -1.724 -1.872
C 2.116 -3.404 -0.861 -1.577
C 2.168 -0.481 1.397 -0.278
C 2.572 -1.303 2.416 0.297
C 3.898 -1.172 2.917 -1.282
C 4.785 -0.245 2.434 -0.968
C 4.384 0.636 1.389 0.964
C 5.145 1.693 0.813 -0.940
C 4.577 2.498 -0.140 -1.017
C 3.245 2.313 -0.608 0.373
C 2.508 1.276 -0.101 -0.142
C 3.099 0.472 0.908 -0.076
H -1.030 4.731 0.498 0.444
H 0.409 5.048 -0.486 0.473
H 0.149 3.443 0.179 0.029
H -1.394 4.847 -2.017 0.695
H -2.199 2.141 -0.969 -0.554
H -2.988 3.085 -2.199 0.483
H -3.013 3.648 -0.514 0.534
H -0.168 4.913 -3.763 0.394
H 1.584 4.063 -5.283 0.382
H 2.544 1.832 -4.884 0.354
H 1.505 -0.483 -2.193 -0.773
H 2.228 -0.386 -5.165 0.493
H 0.590 -0.690 -4.624 0.380
H 1.891 -1.824 -4.200 0.339
H 3.987 0.499 -3.657 0.390
H 3.821 -1.026 -2.786 0.391
H 3.750 0.503 -1.904 0.185
H 0.431 -5.347 0.712 0.381
H -0.521 -5.630 2.964 0.414
H -1.435 -3.672 4.156 0.370
H -1.433 -0.241 2.735 -1.403
H -0.637 -1.648 5.319 0.388
H -0.934 0.084 5.116 0.412
H 0.437 -0.679 4.298 0.364
H -3.076 -2.109 4.506 0.443
H -3.585 -1.476 2.938 0.299
H -3.320 -0.374 4.303 0.371
H 0.425 -2.131 -1.152 -1.515
H 0.176 -5.154 -1.509 0.456
H 0.128 -3.922 -2.768 0.343
H -1.202 -4.057 -1.604 0.350
H 2.342 -4.425 -0.545 0.447
H 2.669 -2.720 -0.220 0.190
H 2.476 -3.280 -1.885 0.398
H 1.918 -2.059 2.833 0.680
H 4.210 -1.832 3.717 0.450
H 5.783 -0.173 2.849 0.415
H 6.164 1.864 1.137 0.401
H 5.161 3.307 -0.562 0.436
H 2.848 2.980 -1.365 0.515
```



# 3
The following is a DFT calculation (ωB97M-V/def2-TZVPD) of a structure of composition C16H36F4KN4O8S4 at a distorted geometry.

Output
2S+1   1
Molar mass   655.8 Da
Max |F|   9.6 eV/Å
DFT total energy   -4043.79842 hartree
E_HOMO   -10.2 eV
Net charge   +1

Structure (XYZ):
```
73
Properties=species:S:1:pos:R:3:mulliken_charge:R:1
K -2.493 -1.206 1.853 0.968
C 3.293 3.111 7.959 -1.402
C 2.066 3.143 7.077 -0.272
C 2.345 3.972 5.811 -0.656
N 1.052 4.183 4.955 0.179
C 0.543 2.772 4.530 -0.970
C -0.141 4.885 5.697 -1.012
C -1.073 5.549 4.636 -0.644
C 0.044 6.165 3.877 -0.428
C 1.315 5.192 3.814 -0.777
H 3.003 2.473 8.795 0.397
H 3.529 4.097 8.360 0.363
H 4.160 2.634 7.501 0.353
H 1.199 3.611 7.544 0.339
H 1.652 2.166 6.828 0.306
H 3.090 3.752 5.047 0.465
H 2.411 5.006 6.150 0.371
H 0.401 2.182 5.435 0.350
H 1.362 2.416 3.904 0.401
H -0.364 2.725 3.927 0.369
H -0.501 4.077 6.334 0.553
H 0.396 5.463 6.450 0.478
H -1.691 4.811 4.123 0.289
H -1.885 6.261 4.783 0.382
H -0.211 6.013 2.829 0.302
H 0.178 7.247 3.883 0.433
H 1.605 4.846 2.821 0.488
H 2.212 5.734 4.113 0.339
C -2.889 -3.051 -3.550 -1.393
C -1.596 -3.392 -4.265 -0.035
C -1.868 -2.961 -5.739 -1.182
N -0.649 -3.105 -6.673 0.132
C -0.222 -4.580 -6.709 -0.981
C 0.528 -2.212 -6.270 -0.710
C 1.531 -2.209 -7.371 -0.648
C 0.577 -2.243 -8.580 -0.643
C -0.782 -2.626 -8.132 -0.664
H -3.094 -2.027 -3.237 0.339
H -2.719 -3.715 -2.702 0.389
H -3.827 -3.392 -3.989 0.356
H -1.405 -4.462 -4.342 0.354
H -0.729 -3.043 -3.705 0.366
H -2.301 -1.961 -5.778 0.434
H -2.693 -3.456 -6.253 0.588
H -1.155 -5.143 -6.708 0.308
H 0.344 -4.554 -5.778 0.451
H 0.487 -4.851 -7.491 0.377
H 0.974 -2.587 -5.349 0.451
H 0.229 -1.204 -5.980 0.520
H 2.144 -3.109 -7.320 0.289
H 2.081 -1.271 -7.300 0.390
H 0.762 -2.889 -9.438 0.321
H 0.660 -1.212 -8.924 0.344
H -1.258 -3.478 -8.616 0.461
H -1.499 -1.806 -8.162 0.387
N -0.588 1.647 -0.498 -0.228
S -1.187 2.639 -1.443 1.067
O -1.346 2.228 -2.844 -0.583
O -1.270 3.954 -0.937 -0.581
F -2.656 2.354 -0.938 -0.347
S 0.924 1.783 -1.235 1.070
O 1.448 3.178 -1.150 -0.584
O 1.174 1.031 -2.457 -0.537
F 1.870 1.045 -0.187 -0.260
N -1.341 -5.044 3.048 -0.283
S -0.144 -5.789 2.437 1.025
O -0.353 -6.834 1.471 -0.592
O 1.097 -5.741 3.205 -0.548
F 0.259 -4.548 1.462 -0.339
S -1.625 -6.089 4.453 1.078
O -0.574 -6.855 5.051 -0.497
O -2.854 -6.680 4.256 -0.539
F -1.960 -5.019 5.634 -0.287
```



# 4
The following is a DFT calculation (ωB97M-V/def2-TZVPD) of a cluster of 2 separate species, C4H12NOS in total at a distorted geometry.

Output
2S+1   1
Molar mass   122.2 Da
Max |F|   4.0 eV/Å
DFT total energy   -687.76081 hartree
E_HOMO   -2.2 eV
Net charge   -1

Structure (XYZ):
```
19
Properties=species:S:1:pos:R:3:mulliken_charge:R:1
C 1.589 0.949 -1.476 -0.450
N 0.507 0.896 -0.427 -0.351
C -0.186 -0.464 -0.246 -0.507
C -1.245 -0.353 0.842 -0.545
S -2.367 -1.639 1.082 -0.684
C 1.115 1.615 -2.782 -1.143
H 2.408 1.589 -1.107 0.276
H 2.154 -0.009 -1.755 0.296
H -0.036 1.817 -0.685 0.247
H 0.590 -1.197 -0.021 0.362
H -0.742 -0.668 -1.214 0.278
H -1.969 0.421 0.538 0.116
H -0.761 -0.005 1.834 0.177
H 0.965 2.763 -2.805 0.276
H 1.775 1.413 -3.629 0.356
H 0.172 1.143 -2.987 0.340
H 1.567 0.251 1.390 0.343
H 2.213 -0.587 2.414 0.336
O 2.293 0.317 1.959 -0.722
```



Question: Number 2 is which compound?
Answer: C48H50CrN5O